# 1
{"formula": "C4H4O3", "method": "wB97M-V/def2-TZVPD", "energy_ev": -10353.1765, "symbols": ["O", "C", "O", "C", "C", "C", "O", "H", "H", "H", "H"], "positions_angstrom": [[-0.390332, 1.786283, -1.681086], [-0.573018, 1.071393, -0.748262], [-1.737473, 0.830649, -0.068417], [-1.179650, -0.335926, 0.603238], [0.192795, 0.043050, 0.063947], [1.510473, -0.544310, -0.142323], [1.267680, 0.410020, 0.886204], [-1.634141, -1.229568, 0.175831], [-1.305001, -0.305040, 1.684522], [2.114879, -0.171892, -0.969352], [1.733791, -1.554657, 0.195696]], "forces_ev_per_angstrom": [[-0.06, -0.21, 0.62], [0.17, 0.46, -0.60], [-0.13, 0.01, -0.21], [0.04, -0.30, 0.20], [-0.09, 0.00, -0.05], [0.12, -0.22, -0.21], [0.06, 0.15, 0.15], [0.15, -0.06, 0.09], [0.04, 0.13, -0.08], [-0.14, -0.09, 0.09], [-0.15, 0.13, -0.01]], "mulliken_charge": [-0.524, 0.353, -0.349, -0.314, 0.688, -0.405, -0.433, 0.232, 0.276, 0.236, 0.240]}

=====

# 2
{"formula": "C4H4O3", "method": "wB97M-V/def2-TZVPD", "energy_ev": -10350.4068, "symbols": ["C", "C", "O", "C", "O", "C", "O", "H", "H", "H", "H"], "positions_angstrom": [[-1.854512, 0.042452, 0.189705], [-0.497401, -0.404695, -0.263927], [-0.275569, -1.241315, -1.112948], [0.709024, 0.283300, 0.383043], [0.610754, 1.128334, 1.244236], [2.048442, -0.250785, -0.039513], [2.791712, 0.438139, -0.843905], [-1.951076, -0.084868, 1.273249], [-2.626326, -0.524924, -0.333135], [-1.971270, 1.112714, -0.010917], [3.188282, -0.586182, -0.407966]], "forces_ev_per_angstrom": [[-0.07, -0.03, -0.03], [-0.12, -0.32, -0.34], [-0.08, 0.43, 0.43], [-0.01, 0.26, 0.34], [0.09, -0.38, -0.41], [-0.07, 0.32, -0.04], [-0.16, -0.23, 0.19], [0.05, 0.02, -0.15], [0.14, 0.07, 0.07], [0.03, -0.12, 0.04], [0.20, -0.01, -0.10]], "mulliken_charge": [-1.059, 0.718, -0.538, 0.681, -0.536, -0.547, -0.323, 0.303, 0.325, 0.299, 0.679]}